Record 1
C14H8F5O5PtS | the ωB97M-V functional and the def2-TZVPD basis

Values from the calculation:
Total energy, eV: -52542.3466
LUMO (alpha / beta), eV: -3.166 / -7.406
2S+1: 5
Net charge: +1
Energy relative to the best compared isomer or geometry (same formula, charge and spin), kJ/mol: 0.0

```
34
Properties=species:S:1:pos:R:3:forces:R:3:lowdin_spin:R:1
Pt 0.099 -0.627 -0.938 0.39 -0.17 -0.32 1.518
O -3.946 0.118 -1.649 -0.12 0.12 -0.06 0.329
C -2.829 0.209 -1.226 0.52 -0.48 0.25 0.095
O -2.031 -0.666 -0.764 -0.65 0.13 0.03 0.223
C -2.266 1.761 -1.233 -0.20 0.11 0.07 0.115
C -1.377 1.995 -0.013 0.13 -0.03 0.01 0.024
C -1.134 3.499 0.126 0.02 0.03 -0.09 0.018
C -0.190 3.784 -1.071 -0.01 -0.04 0.02 0.013
C -0.031 2.392 -1.688 -0.11 0.20 0.13 0.022
O -0.070 1.545 -0.493 -0.02 0.18 0.16 0.134
C -1.339 2.018 -2.382 0.20 -0.46 -0.39 0.077
C -1.147 0.669 -3.308 -0.05 0.50 0.41 0.064
O -1.903 0.604 -4.229 0.06 -0.18 -0.13 0.167
O -0.217 -0.116 -2.910 -0.04 -0.05 -0.29 0.143
H -3.174 2.351 -1.248 0.00 0.03 0.03 0.003
H -1.643 1.461 0.892 0.02 -0.04 0.02 -0.001
H -2.064 4.062 0.091 0.00 0.01 0.00 0.001
H -0.646 3.701 1.076 0.00 0.01 0.00 0.004
H -0.606 4.488 -1.789 0.01 0.00 0.01 0.001
H 0.774 4.163 -0.742 0.00 0.00 0.03 0.003
H 0.882 2.205 -2.242 0.01 -0.05 -0.01 0.000
H -1.702 2.754 -3.090 -0.03 0.05 0.02 0.004
F 4.422 -5.998 -0.014 -0.01 0.01 -0.01 0.046
C 3.613 -4.994 0.196 0.04 -0.06 -0.05 0.122
C 3.512 -4.445 1.472 0.11 -0.12 0.02 -0.008
F 4.234 -4.941 2.458 -0.02 0.01 -0.03 -0.010
C 2.658 -3.393 1.680 -0.09 0.08 -0.04 0.086
F 2.565 -2.880 2.890 -0.02 0.03 -0.02 0.023
C 1.884 -2.838 0.626 0.09 -0.17 0.10 0.109
S 0.860 -1.551 1.030 -0.24 0.35 0.04 0.538
C 2.013 -3.436 -0.649 -0.06 0.08 0.04 0.074
F 1.292 -2.989 -1.674 -0.04 0.06 0.00 0.069
C 2.856 -4.489 -0.868 0.12 -0.14 0.00 0.001
F 2.965 -5.041 -2.061 0.00 0.02 0.02 -0.006
```
Forces are in eV/Å.

***

Record 2
C2H8N4O | the ωB97M-V functional and the def2-TZVPD basis

Values from the calculation:
Total energy, eV: -10205.0850
SMILES: [H]/N=C(\NN)N(C)O
LUMO, eV: 0.473
2S+1: 1
Net charge: 0
Energy relative to the best compared isomer or geometry (same formula, charge and spin), kJ/mol: 726.3

```
15
Properties=species:S:1:pos:R:3:forces:R:3:nbo_charge:R:1
C 1.666 -0.742 -1.128 2.34 -4.18 1.83 -0.452
C -0.539 -0.467 -0.137 -1.33 1.57 0.11 0.534
H 1.257 -1.943 -1.054 1.57 3.59 -0.99 0.277
H 1.937 -0.315 -2.182 -1.08 -0.74 2.02 0.221
H 2.682 -0.740 -0.414 -2.34 0.11 -2.24 0.192
H 1.164 1.841 0.326 -0.24 -0.67 1.70 0.483
H -1.675 -1.915 -0.324 1.62 0.10 -0.37 0.324
H -2.429 0.099 0.652 1.90 -0.22 -1.57 0.365
H -1.576 0.843 2.464 2.24 0.73 -3.67 0.350
H -1.151 2.275 1.224 0.68 -4.42 1.54 0.310
N 0.685 -0.086 -0.324 5.72 5.13 0.12 -0.155
N -0.682 -1.602 -0.553 -5.39 -6.00 -0.92 -0.747
N -1.438 0.410 0.424 -3.87 -2.03 -1.22 -0.465
N -0.958 1.039 1.469 -0.88 7.27 5.74 -0.636
O 1.056 1.302 -0.444 -0.94 -0.23 -2.08 -0.603
```
Forces are in eV/Å.

***

Record 3
C24H86Cl2N28O32 | the ωB97M-V functional and the def2-TZVPD basis

Values from the calculation:
Total energy, eV: -158575.8543
LUMO, eV: 3.474
2S+1: 1
Net charge: -2

```
172
Properties=species:S:1:pos:R:3:forces:R:3:mulliken_charge:R:1
Cl -0.067 0.349 0.557 -1.36 2.14 2.83 0.562
O -0.169 1.658 -0.097 0.40 -1.51 0.01 0.107
O 0.769 -0.556 -0.128 1.53 -0.53 -1.11 -0.070
O 0.430 0.539 1.939 -0.07 -0.05 -1.51 -0.458
O -1.388 -0.237 0.667 -0.26 -0.02 -0.42 -0.879
Cl -4.104 -2.304 -2.700 -1.79 -1.24 -3.13 1.597
O -2.798 -2.095 -3.311 0.84 0.13 1.04 -0.759
O -4.272 -3.701 -2.323 0.57 0.69 0.31 -0.773
O -4.276 -1.466 -1.540 0.10 0.26 -0.30 -0.639
O -5.040 -2.021 -3.808 0.47 0.27 2.11 -0.719
C -0.939 4.399 0.059 1.91 1.31 1.77 0.230
O -0.177 4.319 1.093 -1.87 0.35 -2.66 -0.831
N -2.242 3.979 0.079 1.05 0.21 0.76 -0.091
N -0.567 5.114 -1.061 -1.33 -1.18 0.29 -0.353
H -2.576 3.692 -0.797 -0.65 -0.16 -1.60 0.073
H -2.413 3.258 0.744 -0.11 -0.44 0.81 -0.002
H 0.399 5.376 -1.167 0.05 -0.22 -0.11 0.143
H -1.149 4.915 -1.893 0.89 0.30 0.56 0.291
C -0.184 -7.066 -2.407 1.04 1.05 1.99 0.559
O -0.154 -8.189 -2.793 -0.11 -2.23 -1.32 -0.646
N 0.873 -6.604 -1.551 -1.39 0.95 -0.80 -0.425
N -1.184 -6.190 -2.712 0.19 2.19 1.18 -0.302
H 0.534 -5.826 -0.969 0.69 -0.71 0.21 0.111
H 1.410 -7.355 -1.112 -0.75 0.49 -0.11 0.244
H -1.999 -6.551 -3.169 -0.02 -0.21 -0.04 0.208
H -1.336 -5.323 -2.133 0.37 -1.61 -0.99 0.183
C 0.599 -1.466 -3.408 -0.03 0.00 -1.12 0.177
O 1.724 -0.925 -3.472 -0.61 -0.39 1.37 -0.373
N 0.121 -2.230 -2.375 3.35 1.62 -0.50 0.497
N -0.244 -1.368 -4.501 0.20 -1.13 1.06 -0.328
H -0.825 -2.489 -2.357 -1.28 -0.19 0.34 0.288
H 0.681 -2.034 -1.540 -1.08 -0.54 -0.05 -0.335
H -0.925 -2.150 -4.394 0.43 1.19 -1.43 0.147
H 0.315 -1.173 -5.343 -0.93 -0.44 0.38 0.325
C 4.659 -0.539 -1.334 1.54 0.92 2.32 0.426
O 5.769 -0.480 -0.672 -1.92 -0.72 -2.06 -0.909
N 3.987 -1.672 -1.611 -0.02 1.38 -0.42 0.406
N 4.085 0.645 -1.660 -3.00 0.48 -1.20 -0.102
H 3.016 -1.587 -1.910 0.39 -0.26 -0.15 -0.368
H 4.322 -2.433 -1.090 0.16 -1.43 0.45 0.286
H 4.663 1.450 -1.456 -0.47 -0.07 0.01 0.159
H 3.009 0.743 -1.929 3.45 -0.42 0.83 0.009
C 3.972 1.201 3.542 -1.13 -0.52 -3.03 0.377
O 3.236 0.913 4.445 -0.82 -0.62 2.36 -0.679
N 3.720 0.679 2.265 2.95 1.77 -0.25 0.059
N 4.994 2.065 3.611 0.41 -0.96 -1.03 -0.314
H 4.362 1.004 1.519 -0.84 -0.65 0.60 0.087
H 2.889 0.220 2.003 -1.03 -0.40 0.14 -0.103
H 5.259 2.589 2.801 0.05 0.40 -0.43 0.212
H 5.165 2.428 4.489 0.30 0.90 1.76 0.241
C 3.003 5.657 -3.121 1.42 2.80 3.05 0.527
O 3.429 6.794 -2.735 -1.08 -2.77 -1.28 -0.748
N 2.668 4.685 -2.180 -0.44 -1.00 -1.43 -0.118
N 2.807 5.316 -4.393 0.56 1.78 -0.93 -0.271
H 2.568 3.719 -2.523 -0.10 0.85 0.20 0.090
H 3.074 4.733 -1.274 0.39 0.57 0.55 0.149
H 2.614 4.387 -4.603 -0.50 -1.61 -0.74 0.119
H 3.178 5.936 -5.116 -0.40 -0.49 0.62 0.218
C -1.171 -3.858 0.639 2.44 -2.85 2.53 -0.338
O -1.127 -5.143 0.774 -0.12 3.30 -0.47 -0.814
N -1.791 -3.246 -0.331 -0.97 0.55 -1.56 1.006
N -0.438 -2.994 1.424 0.43 -3.49 1.11 0.761
H -2.012 -2.282 -0.309 0.09 1.17 0.28 -0.509
H -2.374 -3.765 -0.913 -1.21 -1.07 -0.89 0.229
H -0.121 -3.360 2.333 -0.21 0.10 -0.59 0.204
H -0.645 -2.052 1.428 -0.66 2.24 -0.22 -0.202
C -4.631 -1.133 2.067 0.63 2.29 2.95 0.584
O -5.311 -0.173 1.682 -0.26 0.36 0.44 -0.865
N -4.425 -2.153 1.318 0.66 -3.08 -1.29 -0.152
N -3.977 -1.206 3.303 -0.92 -0.01 -1.58 -0.171
H -4.617 -2.054 0.352 -0.25 -0.17 -1.00 0.164
H -3.804 -2.882 1.632 -0.03 0.03 -0.33 -0.004
H -4.211 -0.477 3.967 -0.06 -0.24 0.52 0.139
H -3.792 -2.168 3.565 0.12 0.64 0.63 0.177
C 1.821 2.084 -5.475 0.11 -0.92 -0.38 0.560
O 1.674 2.828 -6.413 0.34 0.54 -1.13 -0.691
N 1.227 2.380 -4.282 -1.63 1.14 0.92 0.054
N 2.558 0.905 -5.504 0.91 1.17 -1.20 -0.279
H 1.104 1.645 -3.636 0.13 -1.23 0.78 -0.116
H 0.313 2.885 -4.312 1.34 -0.26 -0.43 0.156
H 3.312 0.888 -6.265 -1.62 -0.07 1.98 0.263
H 2.707 0.514 -4.576 0.37 -0.49 -0.65 0.061
C -5.325 1.923 4.806 1.30 1.07 0.03 0.634
O -4.582 1.021 5.206 -0.62 -0.30 -0.34 -0.753
N -5.125 3.219 5.247 0.49 0.29 -0.09 -0.544
N -6.324 1.760 3.895 0.08 -2.20 -0.17 -0.481
H -4.142 3.481 5.495 -0.82 -0.86 -0.17 0.422
H -5.484 3.899 4.598 -0.29 0.26 -0.04 0.204
H -6.690 2.506 3.375 -0.26 1.52 -0.24 0.269
H -6.248 0.946 3.267 0.20 0.18 0.74 0.203
C -1.711 -6.402 4.877 1.44 1.01 -1.83 0.391
O -2.628 -7.021 5.324 -1.04 -1.16 1.64 -0.667
N -1.920 -5.651 3.701 0.52 -0.39 -0.10 -0.215
N -0.410 -6.359 5.312 -0.31 0.06 -0.02 -0.328
H -2.649 -6.152 3.210 -0.13 0.38 -0.23 0.242
H -1.107 -5.558 3.082 -0.46 0.10 0.24 0.097
H 0.207 -5.754 4.758 -0.02 -0.36 0.92 0.294
H -0.149 -6.832 6.176 -0.10 0.48 -0.68 0.188
C -2.533 2.201 -3.332 -0.70 -1.46 -1.27 0.354
O -2.166 3.330 -3.031 -0.33 0.08 0.15 -0.653
N -3.517 1.914 -4.309 0.46 1.21 0.94 -0.504
N -1.945 1.062 -2.867 1.14 0.16 1.92 0.411
H -4.225 2.651 -4.428 0.63 -0.79 0.05 0.276
H -3.824 0.953 -4.295 -0.39 0.17 -0.11 0.194
H -2.254 0.107 -3.011 -0.38 0.35 -0.41 0.017
H -1.421 1.151 -1.972 -0.38 0.23 -1.04 -0.265
C -1.519 2.940 4.179 -2.01 2.40 1.40 0.423
O -2.139 3.655 5.024 0.93 -1.06 -0.96 -0.791
N -2.153 1.864 3.616 -0.15 -0.26 1.25 0.256
N -0.305 3.319 3.698 0.35 1.87 -1.27 -0.217
H -1.515 1.112 3.384 -0.25 -0.18 -0.31 -0.091
H -2.949 1.613 4.251 0.96 -0.20 -0.91 0.115
H -0.273 3.083 2.693 0.48 0.01 0.63 -0.041
H -0.179 4.393 3.733 -0.35 -2.57 0.32 0.330
C 3.588 4.365 1.418 0.72 -0.08 0.16 0.366
O 4.747 3.921 1.474 -0.70 0.55 -0.03 -0.770
N 2.480 3.617 1.570 2.31 -3.14 0.88 0.319
N 3.271 5.689 1.171 0.20 -0.45 -0.29 -0.272
H 2.553 2.591 1.741 0.43 1.31 -0.23 -0.093
H 1.586 3.857 1.310 -2.49 1.34 -0.69 0.360
H 3.852 6.465 1.432 0.41 -0.32 -0.07 0.237
H 2.298 5.830 1.289 -0.84 0.63 0.08 0.150
C 7.707 -2.850 -2.660 1.03 -0.94 1.67 -0.167
C 7.907 -3.250 -1.160 1.28 1.36 -0.78 -0.569
O 6.686 -3.181 -0.428 1.39 0.05 -0.40 -0.439
O 7.830 -1.459 -2.765 -0.99 0.98 -0.31 -0.609
H 6.763 -3.295 -2.959 -0.32 0.25 -0.47 0.097
H 8.533 -3.275 -3.252 -0.35 0.08 0.06 0.355
H 8.698 -2.497 -0.805 -1.23 -0.62 -0.06 0.292
H 8.435 -4.161 -1.008 -0.19 -1.34 -0.09 0.446
H 6.688 -2.221 -0.381 -1.46 0.77 0.70 0.217
H 7.085 -1.003 -2.306 0.61 -0.53 -0.19 0.348
C -3.663 6.905 2.353 -0.19 0.60 -0.49 -0.176
C -4.404 5.859 3.197 -0.39 -1.31 -1.02 0.232
O -5.459 5.130 2.393 0.62 1.66 1.26 -0.692
O -4.459 7.624 1.386 1.02 0.37 1.24 -0.574
H -2.829 6.460 1.836 0.25 -0.53 -0.36 -0.058
H -3.215 7.667 2.990 -0.14 -0.04 0.31 0.389
H -4.897 6.352 4.075 0.25 -0.82 -0.78 0.316
H -3.662 5.052 3.452 -0.61 1.09 0.50 -0.168
H -5.074 4.351 1.987 0.41 -0.35 -0.24 0.280
H -5.147 7.033 1.148 -1.14 -1.00 -0.51 0.341
C 3.170 -4.438 -3.938 0.53 -0.79 0.16 -0.119
C 4.132 -5.450 -4.631 -0.71 2.37 0.07 -0.538
O 5.312 -5.577 -3.933 1.54 -0.27 1.64 -0.530
O 3.079 -4.784 -2.557 -0.02 -0.17 0.33 -0.538
H 2.186 -4.486 -4.397 -0.19 0.10 -0.23 0.304
H 3.553 -3.396 -3.998 -0.15 -0.72 0.15 0.093
H 4.425 -5.003 -5.575 -0.20 -0.11 -0.55 0.327
H 3.649 -6.383 -4.812 -0.49 -0.92 0.01 0.344
H 5.212 -5.428 -2.963 -0.48 -0.14 -1.10 0.347
H 2.588 -5.629 -2.415 0.05 0.86 -0.36 0.306
C 2.564 -2.139 3.551 -0.19 -0.70 -1.05 0.808
C 2.203 -3.607 3.498 -0.05 -1.82 1.22 -0.983
O 0.854 -3.929 4.022 1.14 1.84 0.54 -0.648
O 2.190 -1.652 4.792 -0.51 -1.34 0.72 -0.568
H 1.950 -1.763 2.701 0.52 0.75 0.51 -0.437
H 3.663 -2.065 3.336 -0.87 0.22 0.05 0.338
H 2.887 -4.276 4.080 -0.19 0.71 -0.41 0.384
H 2.213 -3.929 2.468 0.03 -0.18 -0.35 0.334
H 0.800 -3.285 4.786 -0.25 -0.86 -0.97 0.292
H 2.320 -0.719 4.897 0.44 1.28 -0.42 0.406
C -6.515 1.685 -1.007 0.35 -0.84 -0.24 -0.500
C -5.158 2.131 -0.599 1.72 1.70 0.22 0.082
O -5.011 2.313 0.807 -0.84 0.36 0.51 0.478
O -7.465 2.686 -0.821 -0.75 0.71 1.14 -0.627
H -6.708 0.755 -0.434 -0.35 0.26 -0.45 0.177
H -6.550 1.533 -2.078 0.26 -0.66 -0.22 0.386
H -4.941 3.164 -1.037 -0.15 -1.36 0.23 0.075
H -4.362 1.420 -0.818 -0.12 -0.17 -0.98 -0.114
H -5.112 1.419 1.205 0.27 0.25 0.06 0.143
H -7.365 2.970 0.102 -0.17 0.11 -0.27 0.322
```
Forces are in eV/Å.

***

Question: Which value of net charge does entry 1 give?
Answer: +1